The following is a DFT calculation (wB97M-V/def2-TZVPD) of a cluster of 3 separate species, C38H35IN2O6P in total in a non-equilibrium geometry.

Structure (XYZ):
```
83
Properties=species:S:1:pos:R:3:forces:R:3:mulliken_charge:R:1
C -0.0624 2.4541 -4.0503 0.108 -0.548 -0.023 -1.355
C -0.8927 1.7826 -2.9861 0.015 0.586 -0.131 -0.186
O -0.2105 0.5996 -2.5689 -0.075 -0.164 0.267 -0.238
C -1.0549 -0.2607 -1.8696 0.241 0.458 -0.557 -0.478
N -0.2167 -1.1402 -1.0577 -0.159 -0.060 0.455 0.451
C 0.8912 -1.8147 -1.5086 0.539 -0.442 0.083 -0.368
I 1.6916 -1.8257 -3.4098 -0.262 0.011 0.108 0.332
C 1.3771 -2.5400 -0.4535 -0.366 0.519 -0.731 -0.534
N 0.5385 -2.2706 0.5861 -0.125 -0.347 0.136 0.256
O 0.7339 -2.8178 1.8218 0.105 0.297 -0.045 -0.444
C -0.4433 -1.4207 0.2515 0.546 0.141 0.125 0.090
P -1.8380 -0.6831 1.1949 -1.177 0.173 -0.308 0.209
C -1.1357 0.8390 1.9705 0.332 -0.527 -0.470 -0.743
C -1.1736 2.0273 1.0090 0.275 -0.255 0.405 -1.348
C -2.2435 -1.7639 2.6148 0.940 0.041 0.795 -0.284
C -1.2096 -1.8847 3.7752 -0.128 0.067 -0.741 -1.282
H 0.0910 1.7606 -4.8732 -0.011 -0.008 -0.165 0.317
H 0.9151 2.6990 -3.6476 0.103 0.213 0.020 0.323
H -0.5536 3.3397 -4.4331 -0.046 0.207 0.037 0.421
H -1.8921 1.5502 -3.3565 -0.068 -0.207 -0.105 0.395
H -1.0110 2.4586 -2.1360 -0.054 -0.079 0.219 0.210
H -1.7134 0.3064 -1.2215 -0.173 -0.172 0.271 0.254
H -1.6430 -0.8712 -2.5563 -0.087 -0.161 -0.035 0.151
H 2.2273 -3.1883 -0.3930 0.051 -0.172 0.163 0.694
H 0.0769 -3.5202 1.9295 -0.053 -0.095 -0.064 0.400
H -0.1180 0.6394 2.2929 0.086 0.130 0.329 0.545
H -1.7609 0.9968 2.8455 -0.092 0.060 0.149 0.630
H -0.2984 2.0049 0.3641 -0.008 0.009 -0.262 0.294
H -1.1177 2.9457 1.5829 -0.088 0.213 -0.044 0.461
H -2.0807 2.0131 0.4151 -0.158 0.202 -0.098 0.341
H -2.5969 -2.7332 2.2779 -0.059 -0.102 -0.218 0.611
H -3.1118 -1.2665 3.0373 -0.323 0.069 -0.231 0.013
H -0.2850 -1.3903 3.5039 0.151 0.100 0.191 0.341
H -1.5889 -1.4290 4.6796 -0.078 -0.059 0.210 0.355
H -0.9658 -2.9252 3.9584 -0.035 -0.136 0.268 0.334
C 11.2989 -2.1851 -5.9121 -0.037 -0.008 -0.028 -0.486
C 10.3219 -2.4349 -6.8699 0.027 0.012 0.036 -0.487
C 8.9853 -2.4579 -6.5107 0.065 -0.006 -0.100 -0.561
C 8.6199 -2.2399 -5.1886 0.012 0.013 0.114 0.200
C 9.6036 -2.0062 -4.2226 -0.126 -0.020 -0.009 0.158
C 10.9416 -1.9718 -4.5917 0.103 -0.009 -0.064 -0.570
C 9.2432 -1.8069 -2.7915 0.124 0.029 0.061 0.641
O 10.0884 -1.5963 -1.9500 -0.012 -0.004 0.007 -0.643
C 7.7990 -1.8798 -2.4163 -0.036 -0.022 -0.083 0.119
C 7.4381 -1.7472 -1.0814 -0.076 0.015 0.114 -0.665
C 6.1035 -1.7999 -0.7189 -0.035 0.002 -0.037 -0.629
C 5.1245 -1.9778 -1.6918 0.115 -0.020 0.051 0.583
C 5.4800 -2.1166 -3.0208 -0.160 0.009 0.140 -0.325
C 6.8174 -2.0741 -3.3871 0.123 -0.004 -0.012 -0.137
C 7.1779 -2.2519 -4.8245 -0.065 -0.009 -0.135 0.563
O 6.3130 -2.4024 -5.6621 -0.010 -0.003 0.020 -0.678
H 12.3418 -2.1606 -6.1976 0.009 -0.002 -0.004 0.406
H 10.6056 -2.6104 -7.8987 0.005 0.006 -0.010 0.409
H 8.2203 -2.6461 -7.2508 -0.069 0.015 0.048 0.469
H 11.6961 -1.7812 -3.8415 -0.050 -0.003 0.069 0.480
H 8.2065 -1.6046 -0.3345 0.073 0.009 -0.059 0.491
H 5.8247 -1.6993 0.3220 0.005 0.007 0.008 0.407
H 4.0795 -2.0113 -1.4093 0.019 0.041 0.006 -0.153
H 4.7247 -2.2604 -3.7804 0.114 -0.029 -0.090 0.326
C -6.7201 0.8868 0.4253 0.017 0.008 0.053 -0.668
C -5.6764 0.3044 1.1393 -0.052 0.033 -0.064 -0.253
C -5.5249 0.5776 2.4861 0.099 -0.080 -0.174 -0.675
C -6.4022 1.4389 3.1280 -0.086 0.077 0.041 0.029
C -7.4388 2.0330 2.4110 0.042 -0.004 0.055 0.340
C -7.5997 1.7475 1.0601 0.045 -0.048 -0.117 -0.631
C -8.3745 2.9905 3.0730 -0.117 0.066 -0.039 0.590
O -9.2787 3.5008 2.4500 0.013 0.000 -0.008 -0.641
C -8.1530 3.2992 4.5138 0.101 -0.079 -0.014 0.115
C -8.9791 4.2226 5.1397 -0.060 0.072 0.083 -0.523
C -8.7967 4.5151 6.4807 0.039 -0.030 0.021 -0.493
C -7.7925 3.8818 7.2049 -0.031 0.018 -0.027 -0.505
C -6.9624 2.9631 6.5860 -0.015 0.052 0.105 -0.508
C -7.1339 2.6727 5.2386 -0.041 -0.004 -0.103 0.064
C -6.2161 1.7043 4.5837 0.096 -0.045 0.118 0.589
O -5.3323 1.1457 5.2026 0.019 0.023 -0.029 -0.679
H -6.8449 0.6699 -0.6273 -0.011 -0.008 -0.006 0.426
H -4.9819 -0.3609 0.6418 -0.017 -0.017 -0.013 0.409
H -4.7245 0.1291 3.0559 -0.027 0.019 0.125 0.662
H -8.4122 2.2062 0.5140 -0.031 0.054 0.066 0.499
H -9.7605 4.7085 4.5725 0.007 -0.048 -0.074 0.482
H -9.4393 5.2374 6.9656 -0.009 0.002 0.007 0.407
H -7.6572 4.1084 8.2538 -0.001 0.005 0.009 0.406
H -6.1781 2.4692 7.1421 0.035 -0.043 -0.062 0.472
```
Positions in Å, forces in eV/Å.

Calculated values
LUMO energy = -3.1117 eV
2S+1 = 1
Net charge = +1
Gap between HOMO and LUMO = 8.20 eV